Below is C24H18BF4N4O3Pd as an isolated structure, with properties calculated with ωB97M-V/def2-TZVPD.

Results
Charge   +1
E_HOMO   -10.5564 eV
Energy   -1922.2440 Ha
Multiplicity   1

Positions of all 55 atoms, in Å:
Pd: 1.04256 -0.10924 -0.02215
C: -3.58860 2.64388 -1.73155
C: -3.35169 1.30693 -1.40549
C: -2.06749 0.87178 -1.27508
C: -0.96301 1.79630 -1.49256
C: -1.26832 3.20748 -1.74058
C: -2.55354 3.59181 -1.89944
N: 0.24160 1.31381 -1.44652
C: 1.31734 2.12661 -1.87510
C: 1.30182 2.83881 -3.06777
C: 2.38875 3.63923 -3.39383
C: 3.47573 3.74051 -2.53668
C: 3.51467 3.00538 -1.35846
C: 2.44669 2.18459 -1.05585
N: 2.40363 1.30024 0.04096
N: 3.24621 1.35111 0.94597
C: 3.06148 0.31788 1.87854
C: 3.81786 0.27560 3.02858
C: 3.58204 -0.76259 3.92172
C: 2.61751 -1.70845 3.62655
C: 1.89358 -1.60508 2.44387
N: 2.12188 -0.61450 1.59586
H: -4.61349 2.98106 -1.83506
H: -4.17631 0.62035 -1.28117
H: -1.80952 -0.17547 -1.16143
H: -0.46801 3.93011 -1.70362
H: -2.80421 4.63004 -2.06078
H: 0.46820 2.72935 -3.74913
H: 2.38754 4.18313 -4.32833
H: 4.31199 4.37328 -2.79914
H: 4.36655 3.04609 -0.69443
H: 4.55263 1.04607 3.20977
H: 4.14805 -0.82557 4.84075
H: 2.41372 -2.52952 4.29829
H: 1.12193 -2.30425 2.14490
O: -1.39869 -4.75464 -1.93140
C: -1.86914 -4.64648 -0.66470
C: -2.60124 -5.66297 -0.06107
C: -3.04681 -5.52569 1.24261
C: -2.75730 -4.38004 1.97101
C: -2.01145 -3.37672 1.37607
C: -1.57191 -3.49072 0.05966
C: -0.84690 -2.34173 -0.56090
O: -1.09895 -1.92120 -1.67901
O: 0.03226 -1.80488 0.24071
H: -1.67397 -5.59739 -2.30635
H: -2.81955 -6.56626 -0.61971
H: -3.62266 -6.32387 1.69235
H: -3.11248 -4.27114 2.98623
H: -1.78206 -2.46801 1.91896
F: 0.52074 2.26816 1.58190
B: -0.89054 2.15233 1.69601
F: -1.31694 2.37984 2.97168
F: -1.46602 3.07086 0.77198
F: -1.24613 0.84381 1.25238

---

Below is C24H18F15GeN4OSZn as an isolated structure, with properties calculated with ωB97M-V/def2-TZVPD.

Results
Charge   -1
E_HOMO   -3.4468 eV
Energy   -6971.8925 Ha
Multiplicity   1

Positions of all 65 atoms, in Å:
Zn: -0.64228 -0.20104 -0.46992
N: -1.95509 -1.93824 -0.55853
C: -1.00927 -2.98549 -0.83868
C: 0.20025 -2.87184 0.10597
N: 0.91809 -1.57065 0.15229
C: 1.96305 -1.45177 -0.88898
C: 1.48725 -0.78823 -2.20835
N: 0.76163 0.45105 -1.96937
C: 1.17008 -0.95325 1.48875
C: -0.15381 -0.65153 2.21395
N: -0.87522 0.43839 1.53651
H: -2.57440 -2.13171 0.21606
H: -2.41068 -1.39570 -1.31003
H: -0.66913 -2.89038 -1.87183
H: -1.40411 -4.00365 -0.73258
H: 0.92581 -3.64837 -0.16761
H: -0.12819 -3.11901 1.11830
H: 2.33544 -2.45370 -1.12602
H: 2.80002 -0.88570 -0.48515
H: 0.81359 -1.47468 -2.72564
H: 2.36921 -0.67355 -2.84859
H: -0.04159 0.67402 -2.56014
H: 1.37732 1.23179 -1.78987
H: 2.83849 0.25643 1.85545
H: 1.77679 -1.60343 2.12340
H: 0.09337 -0.42244 3.25608
H: -0.85851 -1.48639 2.20553
H: -0.47737 1.34003 1.76793
H: -1.87628 0.44771 1.67286
O: -1.94161 0.53614 -1.41459
F: 5.29239 3.85354 2.30109
C: 5.62937 3.70895 3.58876
C: 5.09574 2.68632 4.35619
C: 5.53313 2.63716 5.66711
F: 5.06115 1.68626 6.49756
C: 6.44121 3.53152 6.20648
F: 6.83337 3.44202 7.48520
C: 6.94827 4.53463 5.40400
F: 7.83005 5.41062 5.89870
C: 6.54115 4.62564 4.08649
F: 7.03942 5.59775 3.31032
Ge: 3.76878 1.24369 3.73125
S: 1.84375 0.84139 1.15120
C: 5.03132 0.92372 1.87113
C: 5.99831 -0.03106 2.11576
F: 6.12022 -0.59020 3.33910
C: 6.90130 -0.46513 1.15808
F: 7.82313 -1.39787 1.44075
C: 6.84741 0.07806 -0.11101
F: 7.70686 -0.32637 -1.05527
C: 5.90010 1.04406 -0.39846
F: 5.85016 1.57010 -1.63172
C: 5.02224 1.44653 0.59396
F: 4.12703 2.39064 0.24348
C: 2.11630 2.52551 3.84346
C: 1.78401 3.62919 3.08159
F: 2.58561 4.01762 2.07866
C: 0.63309 4.37026 3.28141
F: 0.34829 5.43630 2.52500
C: -0.24010 3.99887 4.28950
F: -1.35566 4.70229 4.50504
C: 0.04938 2.89839 5.07187
F: -0.79712 2.53639 6.04676
C: 1.21503 2.18521 4.83423
F: 1.43008 1.11742 5.62878

---

Below is C24H18HfN6O7 as an isolated structure, with properties calculated with ωB97M-V/def2-TZVPD.

Results
Charge   +2
E_HOMO   -15.4134 eV
Energy   -1828.1879 Ha
Multiplicity   1

Positions of all 56 atoms, in Å:
Hf: -0.06097 0.38576 0.25283
O: -2.61153 -5.56572 3.88538
N: -1.46798 -5.28135 4.17524
O: -0.80169 -5.84857 4.99984
C: -0.80665 -4.19136 3.39606
C: 0.51195 -4.08890 3.56920
C: 1.25757 -3.09599 2.84810
C: 2.65573 -2.99146 2.94750
C: 3.31366 -2.04739 2.20740
C: 2.56967 -1.20360 1.38595
N: 1.24574 -1.26938 1.28597
C: 0.59689 -2.22234 2.00760
C: -0.83098 -2.31306 1.86568
N: -1.40558 -1.38733 1.03992
C: -2.70426 -1.49277 0.80203
C: -3.50052 -2.46998 1.38392
C: -2.94165 -3.36826 2.24865
C: -1.55399 -3.31237 2.51325
H: 1.01215 -4.76765 4.24729
H: 3.20062 -3.66196 3.60199
H: 4.38814 -1.93925 2.24738
H: 3.06457 -0.44451 0.79854
H: -3.14251 -0.77387 0.12631
H: -4.55500 -2.50786 1.15000
H: -3.54653 -4.12591 2.71596
O: 1.55204 -0.37181 -1.28144
C: 2.03378 0.57295 -2.28397
C: 1.17454 1.79730 -2.34917
C: 1.12960 2.54280 -3.50531
C: 0.47995 3.76752 -3.47842
C: -0.08015 4.20442 -2.28976
C: -0.03356 3.37232 -1.19344
N: 0.55765 2.16272 -1.21025
H: 1.09337 -1.08209 -1.75767
H: 2.11031 0.07326 -3.24493
H: 3.03575 0.85000 -1.96622
H: 1.61130 2.18269 -4.40566
H: 0.42328 4.37793 -4.37088
H: -0.56405 5.16763 -2.21109
H: -0.48302 3.67410 -0.25776
O: -2.49176 0.69398 -3.01997
C: -2.09808 0.67523 -1.89939
O: -1.07636 -0.06706 -1.42710
C: -2.69618 1.53769 -0.81046
C: -3.87843 2.19978 -1.00772
C: -4.39433 2.95404 0.04222
C: -3.70631 3.01418 1.24131
C: -2.51479 2.32768 1.36808
N: -2.00651 1.60530 0.35750
H: -4.37203 2.11025 -1.96643
H: -5.33074 3.48503 -0.07619
H: -4.08205 3.58374 2.08058
H: -1.95049 2.34605 2.28837
O: -0.16121 0.88186 2.39187
N: 0.92553 1.53919 2.43978
O: 1.47538 1.54728 1.29284

---

Below is C24H18N4O2PS3Sr as an isolated structure, with properties calculated with ωB97M-V/def2-TZVPD.

Results
Charge   -1
E_HOMO   -4.7391 eV
Energy   -2861.7410 Ha
Multiplicity   1

Positions of all 53 atoms, in Å:
Sr: -0.54767 0.06244 0.48922
S: -2.59195 1.16054 -1.21114
C: -3.65023 0.33126 -0.09460
S: -3.18606 0.01913 1.55701
C: -4.88622 -0.11257 -0.54762
C: -5.80590 -0.80588 0.29311
N: -6.57825 -1.38016 0.92898
C: -5.30086 0.05752 -1.90114
N: -5.67760 0.17448 -2.98554
O: 3.92270 -0.38699 0.55139
C: 2.84074 -0.94134 0.71758
O: 1.73306 -0.36459 0.98926
C: 2.75181 -2.47382 0.56936
P: 1.00356 -3.04749 0.62097
C: 1.21098 -4.82812 0.21273
C: 0.95303 -5.76625 1.20782
C: 1.11753 -7.12401 0.96264
C: 1.53281 -7.55630 -0.28664
C: 1.78507 -6.62924 -1.29098
C: 1.62600 -5.27586 -1.04165
C: 0.33169 -2.42228 -0.97310
C: -1.03752 -2.63482 -1.19573
C: -1.67094 -2.11460 -2.31294
C: -0.94558 -1.36772 -3.23242
C: 0.40605 -1.14628 -3.02575
C: 1.04441 -1.66422 -1.90146
H: 3.27699 -2.92998 1.41166
H: 3.28143 -2.78532 -0.33324
H: 0.61167 -5.42863 2.17952
H: 0.90970 -7.84227 1.74574
H: 1.65242 -8.61439 -0.48281
H: 2.10169 -6.96429 -2.27081
H: 1.81220 -4.55515 -1.82986
H: -1.61568 -3.19167 -0.46458
H: -2.73678 -2.24839 -2.44228
H: -1.44998 -0.92309 -4.07934
H: 0.97197 -0.54743 -3.72830
H: 2.09701 -1.45755 -1.75166
N: 3.59990 6.49613 0.29778
C: 2.58121 6.25462 -0.54192
S: 2.10011 7.33153 -1.68748
C: 1.93027 4.92626 -0.34981
C: 0.56160 4.77504 -0.52710
C: -0.00625 3.53269 -0.30568
N: 0.70560 2.46143 0.06157
C: 2.02598 2.59784 0.20610
C: 2.67247 3.80865 0.01493
H: 4.08530 7.37392 0.22978
H: 3.80822 5.87319 1.05898
H: -0.04563 5.61586 -0.82998
H: -1.07186 3.37105 -0.42983
H: 2.57453 1.70260 0.47875
H: 3.74910 3.84405 0.11916